85
Properties=species:S:1:pos:R:3:lowdin_charge:R:1 method="wB97M-V/def2-TZVPD" charge=+1 spin_multiplicity=1 e_homo_ev=-11.73 orbital_gap_ev=6.82 largest_force_ev_per_a=4.18
Rb 4.564 -0.100 0.148 0.85
Rb 3.224 -1.532 -3.352 0.88
O -6.074 -0.018 -0.146 0.18
O 0.388 4.966 0.570 0.09
O -4.443 3.511 -3.492 0.15
O -4.477 -0.522 1.435 0.10
O 2.356 3.826 -3.732 0.13
O 0.556 4.790 2.801 0.09
O 1.969 -1.208 -0.684 -0.60
O 4.371 -0.610 6.051 0.15
O -0.959 -4.555 1.291 0.07
O -0.694 -4.954 3.526 0.15
O 0.359 3.513 -4.606 0.19
O 2.241 5.796 1.559 0.12
O -2.805 2.672 -4.814 0.08
O -3.585 1.391 -3.273 0.07
O 1.088 2.259 -2.957 0.10
O 4.040 -1.343 3.969 0.06
O 1.076 -4.803 2.215 0.10
O 2.406 -1.658 5.435 0.10
O -3.955 -0.449 -0.695 0.08
C -0.238 -4.816 2.414 -0.55
C -2.781 -0.840 -3.784 0.00
C 1.150 5.227 1.650 -0.49
C -0.570 4.055 2.419 -0.10
C -0.757 4.246 0.902 -0.33
C 0.792 -0.540 -0.591 -0.39
C -3.680 2.618 -3.817 -0.55
C 3.237 3.160 -2.838 -0.29
C 1.874 -2.263 4.273 -0.27
C -2.189 1.354 -5.001 -0.06
C 3.654 -1.136 5.222 -0.52
C -3.105 -0.765 1.413 -0.36
C -0.094 -4.257 0.265 -0.11
C 1.221 3.186 -3.843 -0.64
C -0.935 3.014 0.058 -0.01
C 1.783 -5.815 0.158 -0.02
C -2.448 0.666 -3.669 -0.34
C 0.448 -1.744 3.933 0.00
C -4.949 -0.307 0.167 -0.52
C -2.818 -0.949 -0.066 -0.13
C 2.245 2.224 -2.124 -0.10
C 3.005 -1.933 3.219 -0.09
C 3.817 4.207 -1.877 0.01
C 1.312 -4.575 0.863 -0.32
C -2.836 -1.943 2.309 0.01
H 2.030 -3.777 0.674 0.14
H -0.838 3.286 -0.993 0.09
H 0.140 -0.722 -1.445 0.06
H 1.760 -5.611 -0.913 0.09
H -1.750 -1.984 2.394 0.06
H -1.602 0.816 -2.999 0.13
H 0.218 -2.022 2.905 0.05
H 4.603 4.842 -2.285 0.09
H -2.763 0.807 -5.748 0.14
H -1.655 4.857 0.818 0.16
H -1.956 2.641 0.136 0.09
H -2.500 0.099 1.691 0.15
H 0.357 -0.666 4.066 0.10
H -0.400 -4.920 -0.545 0.14
H 0.172 -0.872 0.242 0.05
H -0.224 -3.225 -0.059 0.11
H -3.411 -2.759 1.872 0.11
H 1.788 -3.343 4.390 0.15
H 2.779 -6.100 0.498 0.09
H 1.001 0.527 -0.513 0.04
H -1.106 1.340 -5.126 0.12
H -0.376 2.992 2.556 0.12
H 2.608 -1.321 2.409 0.10
H 1.166 -6.686 0.378 0.11
H -1.942 -0.380 -0.375 0.10
H -0.241 -2.310 4.561 0.09
H 2.053 2.685 -1.155 0.13
H -3.821 -0.910 -4.103 0.10
H 3.042 4.907 -1.565 0.11
H -1.443 4.257 3.040 0.14
H -2.770 -1.318 -2.805 0.06
H 3.479 -2.804 2.765 0.13
H -3.249 -1.720 3.293 0.10
H -0.348 2.170 0.420 0.07
H -2.552 -1.982 -0.291 0.13
H 4.336 3.652 -1.096 0.08
H 3.945 2.534 -3.382 0.15
H -2.107 -1.307 -4.502 0.08
H 2.795 1.282 -2.109 0.07

***

66
Properties=species:S:1:pos:R:3:lowdin_charge:R:1 method="wB97M-V/def2-TZVPD" charge=+1 spin_multiplicity=1 e_homo_ev="-10.54 / -10.53" orbital_gap_ev="6.91 / 6.91" largest_force_ev_per_a=4.50
Ti 0.158 0.038 0.188 1.11
O 2.163 -0.205 -0.089 -0.32
C 3.396 0.614 0.232 -0.16
C -2.370 1.732 -2.213 -0.05
C -1.503 0.320 1.658 -0.27
C 4.429 -0.229 0.933 -0.06
C -1.577 -1.883 -1.595 -0.11
C 3.323 -0.937 -2.176 -0.05
C 1.122 2.983 2.080 -0.01
C 0.718 0.430 2.388 -0.26
C -1.533 -3.265 0.215 -0.20
C 1.916 0.109 3.207 -0.01
C -1.064 1.515 -3.119 -0.19
C -0.422 -0.443 2.254 -0.29
C -2.788 -3.820 -0.106 -0.09
C -3.582 -3.105 -0.980 -0.09
C 0.149 1.357 -2.422 -0.18
C -0.923 -2.103 -0.257 -0.12
C -1.875 2.858 1.167 -0.02
C 0.341 1.728 1.891 -0.24
C -0.487 -1.811 2.832 -0.02
C -1.026 1.664 1.456 -0.25
C 0.420 1.924 -1.116 -0.16
C 2.536 -1.364 -0.947 -0.18
C -2.954 -2.061 -1.675 -0.12
C -1.308 0.426 -4.248 -0.08
C -2.910 -0.138 1.487 0.00
H 3.771 1.005 -0.723 0.13
H -1.300 -2.388 2.388 0.06
H 2.312 -0.882 2.954 0.08
H 0.906 3.720 1.296 0.09
H -2.843 2.575 0.739 0.08
H 1.670 0.079 4.280 0.11
H 4.009 -0.812 1.759 0.08
H 3.143 -2.025 -0.316 0.13
H -0.578 -0.398 -4.145 0.06
H 2.887 -0.069 -2.680 0.08
H -3.431 0.438 0.711 0.09
H -1.389 3.553 0.472 0.08
H -2.786 2.761 -2.205 0.08
H 1.589 -1.866 -1.193 0.10
H 1.440 2.289 -0.948 0.07
H 3.040 1.446 0.849 0.10
H 0.455 -2.345 2.648 0.10
H 4.368 -0.715 -1.933 0.08
H -2.086 3.432 2.085 0.11
H -2.938 -1.190 1.189 0.07
H -1.211 0.758 -5.289 0.07
H -0.648 -1.765 3.922 0.11
H -1.320 -1.331 -2.508 0.06
H 2.716 0.846 3.079 0.08
H 0.946 0.673 -2.757 0.09
H -3.183 1.042 -2.528 0.07
H 0.882 3.458 3.046 0.11
H -3.139 -4.727 0.387 0.11
H 4.948 -0.898 0.239 0.08
H -3.469 -0.021 2.430 0.11
H 5.187 0.439 1.356 0.11
H -2.319 -0.003 -4.137 0.06
H -3.497 -1.432 -2.398 0.10
H 3.337 -1.764 -2.893 0.10
H -2.185 1.454 -1.146 0.04
H -0.232 2.759 -0.856 0.05
H 2.204 2.796 2.080 0.07
H -4.617 -3.349 -1.193 0.11
H -0.990 -3.876 0.894 0.08

***

74
Properties=species:S:1:pos:R:3:lowdin_charge:R:1 method="wB97M-V/def2-TZVPD" charge=+3 spin_multiplicity=4 e_homo_ev="-16.89 / -17.81" orbital_gap_ev="8.42 / 5.49" largest_force_ev_per_a=2.22
Au -1.184 0.581 1.068 1.26
Ge -3.774 -0.241 -0.213 1.18
O -2.124 -0.605 -0.852 -0.35
O -3.265 -0.722 1.453 -0.34
O 4.724 -2.607 -0.634 0.17
O -2.878 1.433 0.301 -0.42
N 4.380 -0.360 -0.239 0.19
N 0.476 -0.238 1.962 -0.11
N 3.609 -2.031 1.245 0.15
C -2.803 -1.177 -3.112 -0.03
C 6.525 0.135 -3.187 0.04
C 2.492 -1.523 3.320 0.06
C -3.685 -1.794 2.327 -0.67
C 0.443 -0.312 3.303 -0.10
C -5.052 -2.313 1.878 -0.03
C 5.185 1.639 -1.247 0.03
C 7.280 2.262 -4.315 0.00
C 5.880 2.284 -2.213 0.02
C 1.442 -0.954 4.007 0.01
C 1.514 -0.765 1.279 -0.04
C -2.664 -2.923 2.260 -0.01
C 4.243 -1.748 0.040 -0.45
C -2.936 3.282 1.872 -0.02
C 5.118 0.209 -1.235 -0.14
C -0.694 0.084 -2.664 -0.02
C -4.861 2.798 0.323 -0.02
C -0.885 -2.326 -2.001 -0.01
C 2.555 -1.410 1.927 -0.20
C -3.345 2.799 0.488 -0.66
C 5.826 -0.535 -2.232 0.06
C 6.565 1.556 -3.231 -0.16
C -1.627 -1.005 -2.153 -0.67
C -2.715 3.675 -0.585 -0.02
C -3.788 -1.240 3.743 -0.01
H -5.391 -3.103 2.544 0.11
H -3.480 -1.956 -2.745 0.09
H -5.790 -1.507 1.893 0.10
H 6.579 2.416 -5.149 0.13
H -1.568 -3.126 -1.715 0.10
H -1.625 3.657 -0.501 0.09
H 0.177 0.173 -2.005 0.07
H -5.134 2.472 -0.686 0.09
H -3.018 -3.783 2.826 0.11
H -2.456 -1.471 -4.100 0.11
H 5.824 -1.610 -2.207 0.12
H 5.927 3.366 -2.214 0.14
H 1.469 -0.708 0.198 0.12
H -0.415 -2.593 -2.947 0.11
H 8.100 1.671 -4.719 0.11
H -4.983 -2.725 0.862 0.09
H -3.346 4.272 2.063 0.11
H 3.273 -2.052 3.854 0.15
H -4.596 -0.511 3.818 0.10
H -1.709 -2.597 2.683 0.08
H -3.004 3.325 -1.577 0.09
H 4.680 2.200 -0.468 0.13
H 4.058 0.274 0.481 0.15
H -5.255 3.802 0.469 0.11
H -3.057 4.702 -0.463 0.11
H -2.507 -3.224 1.222 0.09
H -1.209 1.046 -2.689 0.09
H -1.844 3.350 1.952 0.08
H -5.325 2.132 1.058 0.10
H 1.387 -1.006 5.086 0.14
H 3.916 -2.918 1.621 0.18
H -3.351 -0.233 -3.206 0.09
H -3.985 -2.056 4.437 0.11
H -0.348 -0.154 -3.668 0.11
H -0.400 0.141 3.809 0.12
H -0.112 -2.243 -1.232 0.07
H 7.622 3.250 -4.014 0.11
H 7.078 -0.427 -3.929 0.14
H -3.308 2.599 2.642 0.09
H -2.853 -0.753 4.034 0.07

***

77
Properties=species:S:1:pos:R:3:lowdin_charge:R:1 method="wB97M-V/def2-TZVPD" charge=-1 spin_multiplicity=1 e_homo_ev=-4.16 orbital_gap_ev=6.40 largest_force_ev_per_a=1.73
Ba 0.769 1.146 -0.582 1.41
Br 1.653 -3.568 4.053 0.74
Cl 3.310 2.325 -1.637 -0.46
Cl -2.263 1.711 -0.104 -0.31
Cl -0.331 1.318 -3.350 0.24
Si -0.482 3.412 -3.804 0.19
O 2.601 -0.891 -0.237 -0.20
O -0.452 -1.309 -1.783 -0.37
O 0.822 3.275 1.079 -0.21
N -0.220 5.148 1.852 -0.19
N 2.880 -2.426 -1.936 -0.17
N 0.154 -0.349 1.979 0.01
C -0.173 4.027 1.135 -0.36
C -0.696 -5.077 1.625 -0.14
C 0.967 5.556 2.591 -0.04
C -1.186 3.443 -5.542 -0.23
C -1.695 4.214 -2.619 -0.22
C 0.185 -3.756 -0.192 -0.06
C -0.491 -1.686 4.328 -0.12
C -0.960 -0.043 2.642 -0.15
C 2.911 -2.025 -0.645 -0.33
C -1.266 -2.372 -1.701 -0.49
C 0.941 -1.335 2.406 -0.17
C -1.308 -0.658 3.852 -0.05
C 3.267 -3.794 -2.296 -0.05
C 2.536 -1.511 -3.027 -0.03
C -2.166 -3.634 0.349 -0.03
C -1.119 -3.153 -3.017 -0.24
C 0.629 -2.052 3.577 -0.65
C 0.399 -4.638 0.873 -0.12
C -0.656 -4.411 -3.071 -0.15
C -0.433 -5.195 -4.319 -0.12
C -1.280 6.136 1.702 -0.05
C 1.236 4.142 -3.670 -0.24
C -1.083 -3.245 -0.441 -0.16
C -1.501 -2.360 -4.227 -0.06
C -1.977 -4.594 1.350 -0.10
H -1.251 -5.912 -4.469 0.07
H -0.655 -1.796 -4.655 0.08
H 1.173 5.228 -3.795 0.03
H -1.112 3.753 0.614 0.03
H -0.386 -4.560 -5.214 0.06
H 0.642 6.044 3.512 0.08
H -2.142 5.680 1.204 0.09
H 1.895 3.737 -4.447 0.03
H -2.204 -0.325 4.371 0.10
H -0.532 -5.827 2.404 0.09
H 3.873 -3.779 -3.215 0.09
H -0.713 -2.217 5.247 0.10
H 3.049 -1.865 -3.934 0.09
H 0.498 -5.775 -4.260 0.06
H 3.246 -2.843 0.032 0.14
H -2.829 -4.960 1.926 0.09
H -1.377 4.471 -5.894 0.03
H -2.720 4.049 -2.991 0.04
H 2.839 -0.479 -2.780 0.06
H 3.840 -4.227 -1.465 0.09
H 1.737 3.918 -2.712 -0.07
H 1.579 4.685 2.824 0.09
H 1.411 -4.998 1.067 0.09
H 1.000 -3.450 -0.861 0.09
H -0.942 7.014 1.123 0.09
H -1.944 -2.993 -5.006 0.07
H 2.383 -4.424 -2.473 0.08
H -2.335 -2.048 -1.693 0.13
H -0.531 -4.994 -2.149 0.10
H -3.150 -3.202 0.143 0.11
H -1.511 5.299 -2.566 0.03
H -1.649 3.787 -1.605 -0.06
H -0.515 2.969 -6.266 0.03
H -1.607 0.711 2.180 0.03
H 1.563 6.282 2.022 0.10
H 1.450 -1.539 -3.201 0.07
H 1.824 -1.584 1.827 0.08
H -2.244 -1.616 -3.909 0.08
H -2.140 2.896 -5.584 0.03
H -1.581 6.497 2.692 0.08

***

88
Properties=species:S:1:pos:R:3:lowdin_charge:R:1 method="wB97M-V/def2-TZVPD" charge=-1 spin_multiplicity=2 e_homo_ev="0.00 / -8.75" orbital_gap_ev="1.88 / 10.69" largest_force_ev_per_a=6.75
Cl 1.431 -3.344 2.007 0.62
Cl 0.714 -6.818 4.339 0.56
O -3.792 -1.735 -6.381 0.11
O -3.614 -0.030 -4.838 0.07
O -1.015 3.678 -6.770 0.07
O -3.469 -3.437 4.340 0.18
O -2.198 -2.117 5.792 0.06
O 1.044 -2.002 5.824 0.07
O -5.289 -1.388 -4.763 0.07
O -0.926 5.891 3.316 0.11
O -0.324 -0.918 1.650 0.08
O 1.051 0.449 0.591 -0.02
O 5.906 -1.938 -2.526 0.05
O 2.923 -2.834 6.534 0.11
O -3.084 -1.352 3.942 0.07
O -1.495 4.596 4.949 0.12
O 3.741 -1.584 -2.431 0.04
O -0.869 3.886 2.783 0.05
O -1.104 0.387 -0.115 -0.01
O 4.829 -1.802 -4.494 0.11
O -1.864 1.525 -7.217 0.00
O -0.460 1.770 -5.493 -0.01
O 0.953 -3.871 7.113 0.09
C -4.437 0.538 -3.809 -0.08
C -2.357 1.976 -8.475 -0.21
C 4.817 -1.768 -3.258 -0.54
C -1.198 2.112 -9.461 -0.07
C -4.190 -1.051 -5.432 -0.57
C 3.270 -1.912 5.586 -0.19
C -5.611 -0.465 -3.791 -0.14
C -2.892 -2.469 4.661 -0.55
C -0.152 4.542 1.756 -0.20
C 1.620 -2.970 6.541 -0.53
C 2.099 0.217 1.451 -0.29
C -1.094 4.757 3.808 -0.62
C -1.131 2.452 -6.525 -0.44
C -0.733 1.309 -1.107 -0.12
C 4.005 -2.105 -1.160 -0.12
C -0.678 5.882 1.954 -0.17
C 0.707 -4.906 2.407 -0.65
C 5.617 -2.034 -1.132 -0.13
C -0.118 -0.147 0.757 -0.52
C 0.449 2.395 -4.660 -0.12
C 1.844 0.947 2.771 -0.10
C 1.646 -5.665 3.371 -0.68
C -1.897 -0.732 5.792 -0.12
C -2.284 -0.334 4.395 -0.16
C 2.016 -1.146 5.432 -0.20
H -2.721 0.661 4.312 0.14
H 1.544 1.940 2.438 0.06
H 2.155 -0.229 6.005 0.14
H 1.489 2.159 -4.885 0.10
H -6.434 0.169 -4.120 0.12
H 6.158 -2.866 -0.682 0.11
H 5.977 -1.234 -0.485 0.09
H -5.952 -0.963 -2.883 0.14
H -1.655 5.903 1.471 0.13
H -0.865 -0.419 5.946 0.12
H -0.501 2.304 -0.729 0.07
H 3.554 -3.091 -1.049 0.12
H 3.028 0.421 0.919 0.09
H -1.409 -0.305 3.746 0.11
H -0.193 6.746 1.501 0.14
H 0.456 3.477 -4.531 0.08
H 2.494 -6.133 2.872 0.07
H -0.499 2.919 -9.239 0.07
H -2.968 2.856 -8.272 0.12
H 0.569 -5.590 1.570 0.07
H -0.067 1.111 -1.947 0.08
H -0.262 -4.739 2.878 0.06
H 3.586 -2.481 4.712 0.12
H 2.024 -4.900 4.050 0.03
H -4.782 1.514 -4.149 0.13
H -1.673 1.669 -1.526 0.08
H 1.001 0.673 3.406 0.07
H -1.492 2.233 -10.503 0.07
H -0.568 4.102 0.850 0.12
H -2.559 -0.376 6.581 0.13
H 2.192 -0.861 1.590 0.05
H 0.253 2.133 -3.620 0.06
H -2.958 1.140 -8.834 0.12
H 3.624 -1.492 -0.343 0.09
H -3.902 0.540 -2.859 0.13
H 0.914 4.364 1.896 0.11
H -0.574 1.219 -9.496 0.08
H 1.853 -1.094 4.356 0.11
H 3.998 -1.112 5.717 0.13
H 2.757 1.199 3.311 0.05

***

83
Properties=species:S:1:pos:R:3:lowdin_charge:R:1 method="wB97M-V/def2-TZVPD" charge=+2 spin_multiplicity=1 e_homo_ev=-12.98 orbital_gap_ev=2.87 largest_force_ev_per_a=6.68 de_lowest_ev=3.1466
Y -2.236 2.099 3.739 2.19
S -1.394 0.683 0.554 0.48
F -2.320 1.791 -1.770 0.10
F -0.217 0.976 -1.824 0.13
F -0.601 2.939 -0.819 0.10
O -1.841 -0.209 3.521 -0.04
O -2.091 1.463 1.551 -0.44
O 1.154 4.107 1.314 0.09
O -6.113 -2.695 0.138 0.04
O -2.150 -0.453 0.218 -0.24
O -0.102 0.272 1.038 -0.26
O 4.930 0.947 -0.068 -0.14
O -0.669 3.556 2.524 -0.07
O 3.458 4.720 -1.895 0.13
O 2.155 4.148 -3.688 0.06
O -1.738 -3.069 -3.152 -0.12
O -7.334 -3.562 1.750 0.11
O -2.774 -1.971 4.455 0.11
C -0.799 -3.401 -4.159 -0.19
C -1.303 -3.683 3.790 -0.15
C -0.868 -2.403 3.165 -0.02
C -4.031 -2.839 1.151 -0.14
C -6.261 -3.031 1.446 -0.45
C -0.172 5.899 1.979 -0.04
C 5.297 0.013 -0.997 -0.24
C -1.887 -1.382 3.737 -0.46
C -0.007 4.421 1.934 -0.38
C 4.354 -1.152 -0.741 -0.14
C -5.036 -2.849 2.271 -0.09
C 1.777 5.222 0.804 -0.15
C 0.886 6.462 1.003 -0.09
C 4.026 0.470 0.961 -0.16
C -1.103 1.670 -1.067 -0.47
C -1.106 -2.514 -2.070 -0.26
C 0.364 -3.866 -3.338 -0.16
C 0.356 -2.909 -2.152 -0.16
C -2.354 -3.322 4.783 -0.09
C 1.985 2.966 -4.427 -0.15
C -4.817 -2.184 -0.054 -0.13
C 3.262 -0.589 0.190 -0.17
C 2.958 2.492 -2.299 -0.10
C 2.483 1.877 -3.540 -0.18
C 2.950 3.930 -2.617 -0.49
H 0.043 6.181 3.009 0.15
H 2.542 2.922 -5.363 0.14
H -3.244 -2.193 1.539 0.06
H 0.374 -4.924 -3.078 0.12
H 4.858 -2.010 -0.297 0.11
H 2.708 5.529 1.280 0.15
H -0.563 -4.265 4.339 0.14
H 2.944 -1.353 0.899 0.10
H 0.107 -2.163 3.588 0.15
H -1.179 6.207 1.694 0.14
H -4.637 -1.113 -0.140 0.11
H 3.955 2.124 -2.058 0.12
H 1.999 4.958 -0.230 0.11
H -4.979 -3.704 2.945 0.13
H 0.615 6.848 0.020 0.13
H 5.164 0.320 -2.034 0.10
H 1.207 -3.701 -4.009 0.11
H -0.618 -2.498 -4.742 0.12
H 2.369 -0.170 -0.274 0.09
H -1.622 -4.461 3.096 0.13
H -1.211 -1.433 -1.975 0.09
H 1.420 7.297 1.456 0.13
H 3.408 1.299 1.309 0.11
H -3.465 -3.725 0.862 0.13
H -3.168 -4.048 4.791 0.14
H 6.350 -0.268 -0.972 0.12
H 0.939 -2.019 -2.393 0.10
H 4.580 0.077 1.814 0.12
H 1.772 1.082 -3.315 0.10
H 0.910 2.881 -4.590 0.13
H -1.176 -4.172 -4.831 0.13
H -4.552 -2.630 -1.013 0.13
H -0.797 -2.404 2.077 0.14
H -1.909 -3.397 5.775 0.14
H 0.796 -3.287 -1.229 0.11
H 3.353 1.358 -3.940 0.12
H 3.923 -1.505 -1.678 0.10
H -5.174 -1.989 2.926 0.13
H -1.427 -3.024 -1.162 0.11
H 2.314 2.335 -1.433 0.12